{"formula": "C4H10OS", "method": "ωB97M-V/def2-TZVPD", "elements": ["C", "S", "C", "H", "H", "H", "H", "H", "H", "C", "C", "O", "H", "H", "H", "H"], "xyz": [[0.55, 0.01, 1.82], [-0.44, 1.52, 1.84], [-1.52, 1.17, 0.40], [1.30, 0.11, 1.04], [-0.09, -0.84, 1.62], [1.02, -0.18, 2.78], [-2.33, 1.87, 0.46], [-0.97, 1.36, -0.52], [-1.84, 0.14, 0.48], [0.04, -1.38, -3.04], [0.90, -1.04, -2.09], [1.05, -1.72, -0.90], [0.03, -0.84, -3.97], [-0.52, -2.31, -2.97], [1.47, -0.13, -2.07], [0.25, -2.23, -0.74]], "lumo_energy_ev": 0.8052, "smiles": "C=CO.CSC", "orbital_gap_ev": 9.2, "energy_ha": -631.7832, "e_homo_ev": -8.38}

---

{"formula": "C12H14CuNO9", "method": "ωB97M-V/def2-TZVPD", "elements": ["Cu", "C", "C", "O", "H", "H", "H", "H", "H", "C", "C", "C", "O", "C", "C", "C", "O", "O", "O", "H", "H", "C", "O", "O", "O", "C", "O", "N", "C", "C", "H", "H", "H", "H", "H", "H", "H"], "xyz": [[18.50, -21.81, -17.09], [16.46, -18.08, -18.01], [16.16, -19.35, -17.18], [17.22, -20.14, -16.94], [15.49, -17.68, -18.37], [16.96, -18.33, -18.96], [17.01, -17.33, -17.45], [15.27, -19.86, -17.63], [15.83, -18.97, -16.18], [17.74, -23.44, -13.04], [16.96, -24.54, -12.61], [16.21, -25.37, -13.69], [15.51, -26.32, -13.30], [16.36, -24.98, -15.04], [17.07, -23.83, -15.43], [17.91, -23.09, -14.40], [18.69, -22.18, -14.75], [17.25, -23.58, -16.65], [16.79, -24.83, -11.41], [18.27, -22.90, -12.27], [15.84, -25.57, -15.79], [20.98, -22.23, -17.73], [20.48, -21.10, -17.38], [22.11, -22.34, -18.33], [20.17, -23.26, -17.66], [18.18, -21.17, -20.41], [18.04, -21.76, -19.36], [18.90, -20.03, -20.54], [19.24, -19.52, -21.84], [19.49, -19.34, -19.40], [17.69, -21.50, -21.34], [18.57, -19.89, -22.62], [20.27, -19.76, -22.13], [19.13, -18.43, -21.84], [18.86, -19.43, -18.52], [20.50, -19.71, -19.23], [19.58, -18.28, -19.64]], "lumo_energy_ev": [6.2730, 6.2736], "spin_multiplicity": 2, "total_charge": -3, "orbital_gap_ev": [4.5, 4.5], "energy_ha": -2837.9495, "e_homo_ev": [1.80, 1.81]}

---

{"formula": "C29H40FN4OSSiTl", "method": "ωB97M-V/def2-TZVPD", "elements": ["Tl", "N", "C", "C", "N", "H", "H", "H", "H", "H", "H", "H", "H", "C", "C", "C", "C", "C", "C", "C", "C", "S", "C", "N", "C", "C", "C", "C", "C", "C", "C", "C", "H", "H", "H", "H", "H", "H", "H", "H", "H", "H", "H", "H", "H", "H", "H", "H", "C", "Si", "C", "C", "N", "C", "C", "C", "C", "C", "C", "F", "H", "H", "H", "H", "H", "H", "H", "H", "H", "H", "H", "H", "H", "C", "O", "H", "H", "H"], "xyz": [[-0.54, 0.73, -2.78], [1.48, 2.57, -2.77], [2.13, 2.80, -1.51], [1.07, 2.97, -0.42], [0.27, 1.77, -0.39], [2.09, 2.24, -3.50], [0.90, 3.32, -3.11], [2.82, 3.67, -1.49], [2.71, 1.89, -1.27], [0.42, 3.81, -0.68], [1.56, 3.20, 0.55], [-0.55, 1.84, 0.20], [0.82, 0.94, -0.18], [2.55, 1.53, 5.64], [1.49, 0.70, 4.90], [0.83, -0.31, 5.85], [0.40, 1.66, 4.40], [2.16, -0.08, 3.77], [3.16, -1.01, 4.09], [3.77, -1.79, 3.11], [3.38, -1.63, 1.80], [3.93, -2.44, 0.37], [2.75, -1.43, -0.60], [2.08, -0.62, 0.14], [2.38, -0.69, 1.45], [1.78, 0.08, 2.46], [2.68, -1.58, -2.01], [3.43, -2.61, -2.61], [3.54, -2.69, -3.98], [2.86, -1.77, -4.76], [2.00, -0.86, -4.17], [1.89, -0.67, -2.78], [2.11, 2.03, 6.50], [2.95, 2.29, 4.96], [3.37, 0.91, 5.98], [0.32, 0.19, 6.67], [1.57, -0.98, 6.28], [0.11, -0.91, 5.30], [-0.04, 2.18, 5.25], [-0.39, 1.12, 3.88], [0.82, 2.41, 3.73], [3.47, -1.16, 5.11], [4.52, -2.51, 3.38], [1.01, 0.77, 2.16], [3.92, -3.35, -1.98], [4.14, -3.47, -4.43], [2.98, -1.80, -5.84], [1.43, -0.20, -4.81], [-3.46, -3.65, -0.50], [-2.24, -2.16, -0.84], [-1.40, -2.72, -2.47], [-0.91, -2.27, 0.53], [-2.78, -0.57, -0.92], [-3.90, 0.09, -0.67], [-5.16, -0.49, -0.38], [-6.29, 0.27, -0.15], [-6.25, 1.66, -0.16], [-5.03, 2.27, -0.44], [-3.91, 1.51, -0.67], [-2.74, 2.18, -0.89], [-2.95, -4.61, -0.53], [-4.25, -3.67, -1.24], [-3.94, -3.56, 0.48], [-1.27, -3.80, -2.51], [-0.42, -2.27, -2.55], [-1.98, -2.41, -3.33], [-0.39, -3.23, 0.53], [-1.31, -2.11, 1.53], [-0.16, -1.51, 0.34], [-5.22, -1.56, -0.35], [-7.23, -0.23, 0.06], [-7.13, 2.25, 0.04], [-4.95, 3.35, -0.48], [-1.85, 2.83, -5.25], [-0.68, 2.72, -4.61], [-1.74, 2.78, -6.37], [-2.37, 3.81, -5.06], [-2.60, 2.05, -4.99]], "lumo_energy_ev": 3.8362, "total_charge": -2, "orbital_gap_ev": 4.5, "energy_ha": -2383.3587, "e_homo_ev": -0.69}

---

{"formula": "C5H14NO", "method": "ωB97M-V/def2-TZVPD", "elements": ["C", "O", "C", "C", "C", "C", "N", "H", "H", "H", "H", "H", "H", "H", "H", "H", "H", "H", "H", "H", "H"], "xyz": [[1.37, -0.29, 1.39], [1.25, -1.68, 1.16], [0.20, 0.79, 0.74], [-0.01, 0.66, -0.98], [0.41, -0.51, -1.94], [-1.37, 1.25, -1.21], [-0.69, 1.36, 1.68], [2.11, 0.12, 0.70], [1.61, -0.17, 2.48], [1.91, -2.18, 0.24], [0.53, 1.79, 0.88], [0.70, 1.42, -1.31], [0.83, -0.39, -2.95], [0.83, -1.41, -1.56], [-0.59, -1.14, -2.05], [-1.20, 2.23, -0.70], [-2.25, 0.74, -0.72], [-1.60, 1.37, -2.30], [-1.54, 1.02, 2.10], [-5.15, -5.77, -2.27], [-4.81, -5.18, -2.10]], "lumo_energy_ev": -8.2585, "total_charge": 1, "orbital_gap_ev": 6.5, "energy_ha": -328.2556, "e_homo_ev": -14.76}

---

{"formula": "C2H4N2OS", "method": "ωB97M-V/def2-TZVPD", "elements": ["C", "C", "H", "H", "H", "H", "N", "N", "O", "S"], "xyz": [[-0.56, 0.28, 0.78], [0.78, -0.02, -1.26], [-1.87, 1.37, 1.46], [0.15, -1.54, 1.31], [1.72, 0.45, -0.91], [0.80, -0.20, -2.35], [-1.37, 0.56, 1.71], [0.37, -0.77, 0.69], [0.52, -1.25, -0.62], [-0.54, 1.12, -0.82]], "lumo_energy_ev": 0.6540, "smiles": "[H]/N=C1/NOCS1", "orbital_gap_ev": 10.0, "energy_ha": -661.4693, "e_homo_ev": -9.33}

---

{"formula": "C5H3Cl2N2O2", "method": "ωB97M-V/def2-TZVPD", "elements": ["C", "C", "C", "C", "C", "N", "N", "O", "O", "Cl", "Cl", "H", "H", "H"], "xyz": [[0.11, 0.82, -0.89], [1.07, -0.49, 1.01], [-1.30, 0.14, 0.85], [1.41, 0.18, -0.32], [-1.61, -0.60, -0.61], [-0.79, -0.18, -1.48], [0.02, -0.61, 1.59], [-2.25, 0.28, 1.60], [-0.68, 1.30, 0.28], [2.50, -1.17, 1.81], [-2.74, -1.74, -0.98], [0.25, 1.63, -1.58], [1.94, -0.51, -1.08], [2.07, 0.94, -0.19]], "lumo_energy_ev": 3.4203, "total_charge": -1, "smiles": "[O-][C@@]12N=C(Cl)C[C@@H](N=C1Cl)O2", "orbital_gap_ev": 7.7, "energy_ha": -1372.7216, "e_homo_ev": -4.31}

---

{"formula": "C4H8O2", "method": "ωB97M-V/def2-TZVPD", "elements": ["C", "O", "C", "C", "C", "O", "H", "H", "H", "H", "H", "H", "H", "H"], "xyz": [[-0.89, -0.38, -1.85], [0.29, -0.12, -1.12], [0.05, 0.68, -0.01], [-0.34, -0.13, 1.20], [1.00, 0.54, 1.14], [2.16, -0.22, 1.02], [-1.09, 0.44, -2.56], [-1.77, -0.50, -1.20], [-0.75, -1.31, -2.41], [-0.39, 1.66, -0.22], [-0.30, -1.16, 0.87], [-1.09, 0.13, 1.95], [1.14, 1.44, 1.74], [1.99, -1.07, 1.44]], "lumo_energy_ev": 1.0519, "smiles": "CO[C@H]1C[C@H]1O", "orbital_gap_ev": 10.5, "energy_ha": -307.6162, "e_homo_ev": -9.45}

---

{"formula": "C9H13N4O2", "method": "ωB97M-V/def2-TZVPD", "elements": ["C", "C", "C", "C", "C", "C", "C", "C", "C", "N", "N", "N", "N", "O", "O", "H", "H", "H", "H", "H", "H", "H", "H", "H", "H", "H", "H", "H"], "xyz": [[5.55, -0.44, 0.29], [4.54, -1.39, 0.45], [5.26, 0.84, -0.28], [3.20, -0.95, 0.43], [3.94, 1.28, -0.19], [2.89, 0.37, 0.00], [-0.57, 0.09, -0.39], [-4.52, -1.48, -0.21], [-4.09, 1.69, -0.37], [1.60, 0.83, -0.09], [-1.27, 0.40, 0.61], [0.73, -0.05, -0.27], [-2.92, -0.15, 0.73], [-3.18, -1.08, -0.25], [-3.77, 0.89, 0.79], [6.54, -0.77, 0.50], [4.88, -2.36, 0.71], [6.11, 1.48, -0.59], [2.35, -1.42, 0.66], [3.55, 2.24, -0.48], [-0.95, -0.34, -1.22], [-5.11, -0.66, -0.70], [-4.81, -1.59, 0.81], [-4.48, -2.21, -0.90], [-4.46, 2.55, 0.07], [-4.93, 1.23, -0.90], [-3.20, 1.60, -0.92], [-2.88, -0.59, 1.68]], "lumo_energy_ev": -4.0366, "total_charge": 1, "smiles": "CO[NH+](/N=C/N=N/c1ccccc1)OC", "orbital_gap_ev": 8.2, "energy_ha": -719.6777, "e_homo_ev": -12.19}

---

{"formula": "C2H8N2O2", "method": "ωB97M-V/def2-TZVPD", "elements": ["C", "C", "N", "N", "H", "H", "H", "H", "H", "H", "O", "O", "H", "H"], "xyz": [[0.86, -0.05, -0.40], [1.96, -0.74, 0.38], [-0.08, 0.87, 0.79], [-0.66, 1.82, 0.32], [-1.55, 2.07, 0.78], [1.27, 0.79, -0.96], [0.54, -0.69, -1.23], [2.81, -1.00, -0.26], [1.59, -1.64, 0.88], [2.37, -0.08, 1.16], [-1.95, -0.91, -0.02], [-2.91, 0.15, -0.17], [-3.31, -0.10, -1.02], [-0.95, -0.49, -0.24]], "lumo_energy_ev": 0.2579, "smiles": "[H]/N=N/CC.OO", "orbital_gap_ev": 8.9, "energy_ha": -340.7504, "e_homo_ev": -8.61}

---

{"formula": "C24H26AsO3RuS6", "method": "ωB97M-V/def2-TZVPD", "elements": ["Ru", "C", "C", "S", "C", "C", "S", "C", "C", "S", "H", "H", "H", "H", "H", "H", "H", "H", "H", "H", "H", "H", "S", "C", "C", "C", "C", "C", "C", "As", "C", "C", "C", "C", "C", "C", "C", "C", "C", "C", "C", "C", "H", "H", "H", "H", "H", "H", "H", "H", "H", "H", "H", "H", "H", "H", "O", "S", "O", "O", "S"], "xyz": [[-0.17, -0.39, 1.27], [3.64, 1.03, 2.44], [3.89, 0.50, 1.04], [2.42, -0.14, 0.13], [2.14, 1.16, -1.14], [1.64, 2.48, -0.60], [0.00, 2.30, 0.24], [0.28, 3.17, 1.81], [1.18, 2.43, 2.77], [2.96, 2.73, 2.49], [4.59, 1.10, 2.96], [2.97, 0.38, 3.00], [4.54, -0.38, 1.12], [4.36, 1.25, 0.41], [1.40, 0.71, -1.81], [3.08, 1.30, -1.67], [1.47, 3.17, -1.43], [2.34, 2.93, 0.12], [-0.72, 3.25, 2.24], [0.64, 4.18, 1.58], [1.02, 1.35, 2.68], [0.96, 2.72, 3.80], [-2.20, -0.15, -0.15], [-2.88, -1.75, 0.05], [-4.26, -1.89, 0.17], [-4.81, -3.14, 0.34], [-4.01, -4.26, 0.35], [-2.64, -4.14, 0.19], [-2.05, -2.89, 0.05], [-0.14, -2.59, -0.03], [0.46, -4.45, 0.11], [0.74, -4.97, 1.37], [1.06, -6.31, 1.50], [1.11, -7.13, 0.39], [0.85, -6.61, -0.87], [0.53, -5.27, -1.01], [0.06, -2.35, -1.98], [-1.03, -2.19, -2.83], [-0.84, -2.03, -4.19], [0.44, -2.04, -4.71], [1.54, -2.18, -3.88], [1.35, -2.33, -2.51], [-4.86, -1.00, 0.15], [-5.88, -3.23, 0.47], [-4.44, -5.24, 0.49], [-2.01, -5.02, 0.20], [0.68, -4.33, 2.24], [1.26, -6.72, 2.48], [1.36, -8.18, 0.49], [0.89, -7.24, -1.74], [0.31, -4.86, -1.99], [-2.04, -2.19, -2.42], [-1.69, -1.91, -4.84], [0.59, -1.93, -5.78], [2.54, -2.18, -4.28], [2.19, -2.44, -1.84], [-0.97, 0.42, 3.31], [-0.20, -0.72, 3.86], [1.16, -0.71, 3.27], [-0.22, -0.82, 5.28], [-1.10, -2.32, 2.99]], "lumo_energy_ev": [-1.8352, -0.9135], "spin_multiplicity": 2, "orbital_gap_ev": [5.9, 6.8], "energy_ha": -5875.6158, "e_homo_ev": [-7.78, -7.72]}

---

{"formula": "C32H41BiGe2IN2O3", "method": "ωB97M-V/def2-TZVPD", "elements": ["Bi", "C", "C", "N", "C", "C", "C", "O", "C", "C", "N", "C", "C", "C", "C", "C", "C", "I", "C", "O", "H", "H", "H", "H", "H", "H", "H", "H", "H", "H", "H", "H", "C", "C", "Ge", "C", "C", "C", "C", "Ge", "C", "C", "C", "C", "C", "C", "C", "C", "C", "C", "H", "H", "H", "H", "H", "H", "H", "H", "H", "H", "H", "H", "H", "H", "H", "H", "H", "H", "H", "H", "H", "H", "H", "H", "H", "H", "C", "C", "O", "H", "H", "H"], "xyz": [[-0.36, -0.17, 0.17], [-0.57, -0.79, -4.52], [0.84, -0.77, -4.01], [1.81, -1.03, -4.86], [3.08, -1.02, -4.42], [3.43, -0.79, -3.12], [4.90, -0.78, -2.77], [5.31, -1.81, -1.88], [2.41, -0.52, -2.16], [2.93, -0.37, -0.79], [2.37, 0.14, 0.24], [3.19, 0.30, 1.40], [4.48, 0.81, 1.25], [5.31, 1.02, 2.34], [4.86, 0.75, 3.62], [3.57, 0.28, 3.80], [2.74, 0.07, 2.70], [0.82, -0.63, 3.21], [1.09, -0.49, -2.63], [-0.03, -0.23, -1.93], [-0.55, -0.61, -5.60], [-1.19, -0.05, -4.03], [-1.02, -1.77, -4.36], [3.85, -1.21, -5.17], [5.18, 0.16, -2.29], [5.47, -0.83, -3.70], [5.17, -2.66, -2.30], [3.94, -0.77, -0.68], [4.83, 1.05, 0.26], [6.31, 1.42, 2.18], [5.49, 0.92, 4.48], [3.20, 0.07, 4.80], [-5.32, -0.47, -1.84], [-3.83, -0.82, -1.82], [-2.98, -0.11, -0.21], [-3.96, -0.63, 1.40], [-3.40, 0.04, 2.66], [-3.11, 1.84, -0.25], [-2.23, 2.84, -0.05], [-0.28, 2.52, 0.17], [0.80, 2.83, -1.42], [0.98, 4.28, -1.86], [0.53, 2.97, 1.89], [0.69, 4.46, 2.22], [-2.65, 4.27, -0.01], [-1.71, 5.29, -0.01], [-2.07, 6.63, 0.01], [-3.41, 6.98, 0.05], [-4.37, 5.98, 0.07], [-4.00, 4.64, 0.05], [-5.78, -0.82, -2.76], [-5.48, 0.61, -1.78], [-5.86, -0.93, -1.01], [-3.31, -0.41, -2.69], [-3.69, -1.91, -1.85], [-3.95, -1.72, 1.50], [-5.01, -0.34, 1.25], [-2.39, -0.31, 2.88], [-4.01, -0.18, 3.54], [-3.36, 1.13, 2.55], [-4.14, 2.15, -0.42], [0.34, 2.24, -2.21], [1.77, 2.37, -1.20], [0.03, 4.75, -2.14], [1.63, 4.32, -2.74], [1.45, 4.90, -1.09], [1.50, 2.48, 1.88], [-0.07, 2.47, 2.66], [1.26, 4.99, 1.45], [1.23, 4.57, 3.16], [-0.27, 4.96, 2.33], [-0.65, 5.05, -0.04], [-1.31, 7.40, 0.00], [-3.70, 8.02, 0.07], [-5.42, 6.23, 0.12], [-4.77, 3.89, 0.09], [-0.42, -3.24, -0.79], [0.46, -2.40, 0.08], [1.45, -2.69, 0.63], [-0.10, -4.28, -0.74], [-0.35, -2.86, -1.81], [-1.46, -3.14, -0.47]], "lumo_energy_ev": -3.6937, "total_charge": 1, "orbital_gap_ev": 7.1, "energy_ha": -6245.0405, "e_homo_ev": -10.75}

---

{"formula": "C2H8N2", "method": "ωB97M-V/def2-TZVPD", "elements": ["N", "H", "H", "H", "C", "C", "N", "H", "H", "H", "H", "H"], "xyz": [[-0.15, 0.30, -3.54], [-0.23, 1.34, -3.45], [0.15, 0.10, -4.56], [-1.03, -0.30, -3.37], [0.33, -1.16, 1.05], [0.21, 0.89, 2.09], [-0.50, 0.01, 1.47], [1.25, -0.93, 0.34], [-0.45, -1.79, 0.51], [0.54, -1.66, 1.94], [1.25, 0.72, 2.01], [-0.17, 1.86, 2.23]], "lumo_energy_ev": 1.0877, "smiles": "C=NC.N", "orbital_gap_ev": 10.9, "energy_ha": -190.4339, "e_homo_ev": -9.82}